No. 1
Computed, not measured: a molecular structure, C28H30BrNO2PS2Zr, with the ωB97M-V functional and the def2-TZVPD basis.

The geometry in XYZ format:
```
66
C28H30BrNO2PS2Zr the ωB97M-V functional and the def2-TZVPD basis
Zr -0.2580 0.2284 0.2486
Br -1.8711 0.9950 2.4181
C -3.1135 -0.4595 2.2941
C -3.9679 -0.7105 3.3216
C -4.9209 -1.7395 3.1564
C -4.9964 -2.4248 1.9781
C -4.1159 -2.1398 0.9059
C -4.2228 -2.7951 -0.3450
C -3.3962 -2.4521 -1.3761
C -2.3919 -1.4787 -1.1857
C -2.1862 -0.8513 0.0250
C -3.1114 -1.1549 1.0660
H -3.9304 -0.1350 4.2358
H -5.6009 -1.9618 3.9665
H -5.7454 -3.1946 1.8434
H -4.9830 -3.5545 -0.4757
H -3.4994 -2.9300 -2.3410
H -1.7578 -1.2532 -2.0426
C -0.0930 4.7358 2.1229
C 0.7775 3.6747 2.0095
C 0.6781 2.8053 0.9175
C -0.3526 2.9640 -0.0218
C -1.2141 4.0671 0.0805
C -1.0614 4.9415 1.1347
N -0.5236 1.8956 -0.9040
C -1.4484 1.8962 -1.9851
C -2.8218 2.0232 -1.7705
C -3.6962 1.9150 -2.8388
C -3.2134 1.6607 -4.1167
C -1.8516 1.5171 -4.3263
C -0.9658 1.6351 -3.2632
H -0.0123 5.4292 2.9479
H 1.5680 3.5263 2.7330
H 1.4838 2.0957 0.7428
H -1.9854 4.2246 -0.6588
H -1.7155 5.8006 1.2057
H -3.1967 2.1754 -0.7654
H -4.7597 2.0131 -2.6678
H -3.9035 1.5708 -4.9444
H -1.4707 1.3162 -5.3186
H 0.1013 1.5360 -3.4195
C 3.2091 -4.2876 1.2454
C 3.8232 -2.9988 1.7347
C 5.3192 -3.0530 1.9163
O 3.5897 -1.9375 0.7143
P 2.2481 -1.1625 0.5610
S 1.2784 -0.6579 2.2365
S 0.8894 -1.9403 -0.6899
O 2.5768 0.2760 -0.0447
C 3.5164 0.6815 -1.1220
C 4.8846 0.8562 -0.5055
C 3.4952 -0.2789 -2.2883
H 3.3885 -5.0736 1.9790
H 3.6601 -4.5904 0.3003
H 2.1316 -4.1919 1.1111
H 3.3323 -2.6453 2.6435
H 5.8076 -3.3495 0.9880
H 5.5609 -3.7912 2.6808
H 5.7109 -2.0881 2.2335
H 3.1035 1.6461 -1.4198
H 5.3031 -0.1063 -0.2125
H 4.8392 1.5066 0.3667
H 5.5528 1.3117 -1.2367
H 3.8681 -1.2639 -2.0047
H 4.1574 0.1193 -3.0585
H 2.5001 -0.3878 -2.7153
```

Values from the calculation:
Calculated total energy (eV): -137389.46209
Energy above the lowest of the compared OMol25 structures with the same formula, charge and spin (kcal per mole): 6.6
Charge: +1
Lowest unoccupied orbital energy (eV): -3.44
Orbital gap (eV): 7.40


No. 2
Computed, not measured: a molecular structure, C28H30CaN2O2PS2Si, with the ωB97M-V functional and the def2-TZVPD basis.

The geometry in XYZ format:
```
67
C28H30CaN2O2PS2Si the ωB97M-V functional and the def2-TZVPD basis
Ca 0.9210 0.5221 0.3669
C 4.0731 2.9400 0.4633
C 3.5483 2.5232 -0.8819
C 3.9837 3.1345 -2.0452
C 3.4464 2.6840 -3.2542
C 2.5146 1.6817 -3.2653
C 2.0941 1.0894 -2.0390
N 2.6631 1.5277 -0.8791
N 1.1732 0.1397 -1.9123
Si 0.2534 -0.6658 -3.1055
C -0.7755 0.4872 -4.2076
C 1.3336 -1.7285 -4.2522
C -0.9422 -1.7885 -2.1790
H 4.9042 2.2979 0.7629
H 3.2880 2.8559 1.2161
H 4.4275 3.9700 0.4454
H 4.7012 3.9423 -2.0083
H 3.7592 3.1377 -4.1882
H 2.0777 1.3382 -4.1935
H -0.1642 1.0456 -4.9189
H -1.3265 1.2113 -3.6061
H -1.5060 -0.0886 -4.7820
H 2.0534 -1.1155 -4.7968
H 0.7346 -2.2689 -4.9880
H 1.8985 -2.4603 -3.6737
H -1.5872 -1.2098 -1.5125
H -0.4016 -2.5058 -1.5577
H -1.5858 -2.3505 -2.8591
O -0.0252 4.0510 1.8275
C -0.4041 3.4956 0.7979
O -0.0325 2.3493 0.3827
C -1.2633 4.2721 -0.1905
C -1.5977 3.7227 -1.4232
C -2.3761 4.4375 -2.3201
C -2.8271 5.7067 -1.9889
C -2.4949 6.2609 -0.7602
C -1.7134 5.5474 0.1335
H -1.2312 2.7326 -1.6619
H -2.6304 4.0034 -3.2797
H -3.4369 6.2656 -2.6888
H -2.8460 7.2529 -0.5015
H -1.4363 5.9545 1.0973
S 1.7027 -1.8627 1.7530
P -0.2281 -1.9888 2.2832
S -1.3780 -0.4303 1.8384
C -0.2996 -2.3397 4.0705
C 0.0422 -3.6039 4.5406
C 0.0436 -3.8645 5.8996
C -0.2906 -2.8605 6.7982
C -0.6288 -1.5994 6.3323
C -0.6371 -1.3381 4.9707
C -0.9559 -3.5025 1.5647
C -0.1747 -4.4722 0.9514
C -0.7674 -5.6083 0.4198
C -2.1398 -5.7807 0.5020
C -2.9237 -4.8127 1.1154
C -2.3347 -3.6771 1.6411
H 0.3090 -4.3857 3.8397
H 0.3064 -4.8517 6.2585
H -0.2884 -3.0635 7.8618
H -0.8902 -0.8137 7.0296
H -0.9108 -0.3599 4.5953
H 0.8949 -4.3194 0.8790
H -0.1532 -6.3553 -0.0671
H -2.6023 -6.6646 0.0809
H -3.9975 -4.9384 1.1728
H -2.9427 -2.9047 2.0959
```

Values from the calculation:
Calculated total energy (eV): -93884.56331
Energy above the lowest of the compared OMol25 structures with the same formula, charge and spin (kcal per mole): 5.1
Charge: -1
Lowest unoccupied orbital energy (eV): 2.60
Orbital gap (eV): 7.40


No. 3
Computed, not measured: a molecular structure, C28H30ClN8O7Tl, with the ωB97M-V functional and the def2-TZVPD basis.

The geometry in XYZ format:
```
75
C28H30ClN8O7Tl the ωB97M-V functional and the def2-TZVPD basis
Tl -0.0837 -0.6190 0.1317
N 2.0243 -2.0955 1.5381
C 3.1222 -1.2396 1.9546
C 2.7945 0.2675 2.0385
O 3.6118 0.9462 2.7026
N 1.7229 0.6671 1.3767
C 1.3147 2.0413 1.6319
C -0.2083 2.1897 1.9021
O -0.5628 3.0986 2.6656
O -0.9800 1.4027 1.2706
H 1.2502 -2.1189 2.1940
H 2.3063 -3.0540 1.3853
H 3.9321 -1.3533 1.2215
H 3.5561 -1.4924 2.9310
H 1.5220 2.6611 0.7459
H 1.9098 2.4809 2.4322
O -3.3153 4.7582 -6.2978
N -2.2842 4.5430 -5.6847
O -1.2524 5.1553 -5.8845
C -2.2778 3.4363 -4.6887
C -3.3757 2.6453 -4.7142
C -3.4795 1.5254 -3.8349
C -4.5983 0.6710 -3.8257
C -4.6095 -0.3891 -2.9602
C -3.4963 -0.5794 -2.1162
N -2.4503 0.2082 -2.1080
C -2.4284 1.2503 -2.9506
C -1.2603 2.1153 -2.9301
N -0.3125 1.7878 -2.0445
C 0.7555 2.5401 -1.9521
C 0.9365 3.6900 -2.7357
C -0.0170 4.0362 -3.6575
C -1.1656 3.2300 -3.7935
H -4.1749 2.8543 -5.4085
H -5.4260 0.8643 -4.4981
H -5.4444 -1.0748 -2.9112
H -3.4613 -1.4131 -1.4217
H 1.4967 2.2251 -1.2278
H 1.8269 4.2914 -2.6091
H 0.1156 4.9110 -4.2724
Cl -4.8864 -7.4072 3.0866
C -3.7495 -6.1102 2.7313
C -3.3694 -5.2255 3.7581
C -2.4863 -4.2229 3.5015
C -1.8775 -3.9979 2.1932
O -1.0595 -3.0772 2.0289
C -2.3271 -4.9251 1.1664
C -1.8946 -4.8882 -0.2191
O -1.1440 -4.1147 -0.7755
C -3.2371 -5.9505 1.4761
H -3.7885 -5.3493 4.7507
H -2.1892 -3.5297 4.2791
H -2.3307 -5.7364 -0.8110
H -3.5342 -6.6301 0.6828
C 1.3140 -1.1071 -3.7796
N 2.3120 -0.0589 -3.7387
C 2.1266 0.9824 -4.7221
C 2.9014 0.2133 -2.5086
N 2.4472 -0.3291 -1.4585
N 3.9862 1.1216 -2.5759
C 4.4987 1.5409 -1.2823
C 5.0534 0.7427 -3.4872
H 1.3453 -1.5964 -4.7586
H 0.3058 -0.7134 -3.6135
H 1.5011 -1.8301 -2.9917
H 1.0707 1.2775 -4.7781
H 2.4293 0.6473 -5.7221
H 2.7062 1.8628 -4.4562
H 2.9780 -0.1717 -0.6095
H 3.6859 1.8398 -0.6202
H 5.1646 2.3927 -1.4272
H 5.0630 0.7448 -0.7747
H 4.6443 0.4414 -4.4484
H 5.6492 -0.0911 -3.0867
H 5.7181 1.5954 -3.6413
```

Values from the calculation:
Calculated total energy (eV): -72991.70197
Energy above the lowest of the compared OMol25 structures with the same formula, charge and spin (kcal per mole): 41.4
Charge: -2
Lowest unoccupied orbital energy (eV): 2.55
Orbital gap (eV): 4.32


No. 4
Computed, not measured: a molecular structure, C28H30F10N3O3P2STi, with the ωB97M-V functional and the def2-TZVPD basis.

The geometry in XYZ format:
```
78
C28H30F10N3O3P2STi the ωB97M-V functional and the def2-TZVPD basis
Ti -0.1599 0.5254 -0.0139
C 1.5600 0.5923 -3.1915
N 0.5303 1.3396 -2.4563
C -0.7551 1.3592 -3.1780
C -1.7277 0.3792 -2.5604
N -1.7023 0.5508 -1.1016
C -2.9922 0.5807 -0.5087
C -3.4430 1.6814 0.2203
F -2.6730 2.7602 0.3650
C -4.6918 1.7102 0.8110
F -5.0718 2.7712 1.5161
C -5.5450 0.6322 0.6716
F -6.7386 0.6459 1.2446
C -5.1394 -0.4633 -0.0655
F -5.9460 -1.5110 -0.1986
C -3.8870 -0.4713 -0.6421
F -3.5089 -1.5544 -1.3289
C 1.0089 2.7109 -2.2636
C 0.2754 3.3015 -1.0934
N 0.4672 2.3509 0.0005
C 0.7949 2.9255 1.2469
C 1.8212 2.3561 2.0049
F 2.5581 1.3776 1.4544
C 2.1453 2.7690 3.2747
F 3.1245 2.1804 3.9556
C 1.4480 3.8271 3.8327
F 1.7286 4.2381 5.0599
C 0.4632 4.4529 3.0970
F -0.2082 5.4711 3.6242
C 0.1538 4.0114 1.8225
F -0.8259 4.6364 1.1643
H 1.9416 1.1816 -4.0323
H 1.1419 -0.3193 -3.5933
H 2.3912 0.3445 -2.5312
H -0.6102 1.1549 -4.2419
H -1.1905 2.3527 -3.0907
H -1.4889 -0.6404 -2.8371
H -2.7306 0.5859 -2.9354
H 0.8784 3.3037 -3.1753
H 2.0711 2.6759 -2.0271
H -0.7831 3.4573 -1.3026
H 0.7085 4.2674 -0.8392
C 0.1961 -2.5918 -3.3478
P 0.3772 -2.0149 -1.6040
C -0.7695 -3.2730 -0.8977
C 2.0804 -2.5736 -1.2233
C 2.8663 -3.2548 -2.1515
C 4.1925 -3.5578 -1.8748
C 4.7514 -3.1729 -0.6679
C 3.9761 -2.5066 0.2718
C 2.6429 -2.2054 0.0103
P 1.5184 -1.4948 1.2748
C 2.6673 -1.0519 2.6267
C 0.8130 -3.0794 1.9287
H 0.2545 -3.6802 -3.3461
H 0.9529 -2.2003 -4.0215
H -0.7865 -2.3150 -3.7267
H -0.2926 -4.2529 -0.8964
H -1.6468 -3.3093 -1.5447
H -1.1051 -3.0122 0.0985
H 2.4606 -3.5597 -3.1065
H 4.7870 -4.0875 -2.6092
H 5.7885 -3.3946 -0.4488
H 4.4296 -2.2244 1.2122
H 3.1184 -1.9647 3.0106
H 2.1034 -0.5792 3.4275
H 3.4436 -0.3742 2.2866
H 1.3718 -3.3423 2.8249
H 0.9364 -3.8676 1.1933
H -0.2340 -2.9835 2.1944
C -2.7740 0.1492 3.3803
S -1.3686 -0.3303 2.4389
O -0.3723 -0.7797 3.3688
O -1.7558 -1.2397 1.3702
O -0.8869 0.9299 1.7013
H -3.4508 -0.7041 3.3879
H -3.2486 1.0126 2.9178
H -2.4299 0.3849 4.3839
```

Values from the calculation:
Calculated total energy (eV): -119833.26869
Charge: +1
Lowest unoccupied orbital energy (eV): -3.74
Orbital gap (eV): 7.61


No. 5
Computed, not measured: a molecular structure, C28H30FeP3, with the ωB97M-V functional and the def2-TZVPD basis.

The geometry in XYZ format:
```
62
C28H30FeP3 the ωB97M-V functional and the def2-TZVPD basis
Fe -0.6420 -0.5331 -0.5052
C -3.4064 -2.3545 -1.2476
P -2.1131 -2.1155 0.0217
C -1.5968 -3.8271 0.3383
C -3.0562 -1.5795 1.4727
C -3.9834 -2.3875 2.1275
C -4.6840 -1.8942 3.2147
C -4.4670 -0.5940 3.6525
C -3.5520 0.2168 3.0028
C -2.8385 -0.2712 1.9102
P -1.6556 0.7435 0.9610
C -2.7041 2.1280 0.4028
C -0.5805 1.5115 2.2064
H -4.1704 -3.0460 -0.8905
H -2.9609 -2.7566 -2.1582
H -3.8818 -1.4023 -1.4840
H -2.4622 -4.4854 0.4219
H -1.0044 -3.9005 1.2467
H -0.9857 -4.1628 -0.5005
H -4.1618 -3.4028 1.7939
H -5.4020 -2.5224 3.7247
H -5.0151 -0.2141 4.5043
H -3.3968 1.2296 3.3549
H -3.2303 2.5626 1.2535
H -3.4415 1.7762 -0.3188
H -2.1023 2.9021 -0.0706
H -1.1688 2.0943 2.9163
H 0.1288 2.1749 1.7079
H -0.0212 0.7402 2.7319
C 3.0973 -1.3932 -4.7145
C 2.5240 -0.1334 -4.8397
C 2.0015 0.5046 -3.7272
C 2.0558 -0.1104 -2.4757
C 2.6297 -1.3739 -2.3549
C 3.1499 -2.0106 -3.4748
P 1.2568 0.6842 -1.0499
C 1.8385 2.3918 -1.0877
C 0.9567 3.4403 -0.8464
C 1.4129 4.7508 -0.8190
C 2.7564 5.0148 -1.0359
C 3.6424 3.9739 -1.2855
C 3.1879 2.6662 -1.3153
C 1.8371 -0.1717 0.4213
C 3.0252 -0.1248 1.1422
C 3.1382 -0.9377 2.2569
C 2.0807 -1.7713 2.6249
C 0.9009 -1.8021 1.8957
C 0.7482 -0.9880 0.7662
H 3.5072 -1.8893 -5.5841
H 2.4878 0.3529 -5.8055
H 1.5644 1.4915 -3.8305
H 2.6845 -1.8553 -1.3865
H 3.6049 -2.9871 -3.3738
H -0.0939 3.2294 -0.6919
H 0.7213 5.5625 -0.6367
H 3.1159 6.0350 -1.0181
H 4.6888 4.1843 -1.4622
H 3.8775 1.8581 -1.5297
H 3.8365 0.5336 0.8548
H 4.0442 -0.9257 2.8481
H 2.1867 -2.3951 3.5041
H 0.0902 -2.4345 2.2401
```

Values from the calculation:
Calculated total energy (eV): -91770.97236
Charge: +1
Lowest unoccupied orbital energy (alpha / beta) (eV): -2.87 / -2.87
Orbital gap (alpha / beta) (eV): 8.30 / 8.30


No. 6
Computed, not measured: a molecular structure, C28H30N5O4SV, with the ωB97M-V functional and the def2-TZVPD basis.

The geometry in XYZ format:
```
69
C28H30N5O4SV the ωB97M-V functional and the def2-TZVPD basis
V 0.3422 -0.0567 0.0049
C 1.5198 -1.6187 4.6609
N 1.0383 -2.4161 3.5454
C 1.2437 -3.7681 3.3710
C 0.6373 -4.1268 2.2247
N 0.0610 -2.9792 1.6898
C 0.3047 -1.9269 2.5320
S -0.2714 -0.3392 2.4226
C -0.7967 -2.9670 0.5725
C -1.6051 -4.0736 0.3356
C -2.4721 -4.0410 -0.7395
C -2.5416 -2.8918 -1.5163
C -1.7119 -1.8382 -1.2017
N -0.8193 -1.8764 -0.1982
H 2.2404 -2.2137 5.2149
H 0.6887 -1.3410 5.3066
H 1.9936 -0.7197 4.2719
H 1.8246 -4.3452 4.0660
H 0.6146 -5.0675 1.7086
H -1.5783 -4.9202 1.0033
H -3.1072 -4.8907 -0.9455
H -3.2305 -2.8072 -2.3429
H -1.7478 -0.9133 -1.7601
O 0.3586 0.2300 -2.0210
C -0.2036 1.0939 -2.7165
C -1.0520 2.1304 -2.2281
C -1.5929 3.0410 -3.1558
C -2.3930 4.0513 -2.6971
C -2.6869 4.2038 -1.3355
C -2.1680 3.3243 -0.4214
C -1.3365 2.2629 -0.8417
O -0.8594 1.4487 0.0476
N -2.9550 5.0067 -3.6614
O -2.7391 4.7927 -4.8374
O -3.6963 5.8612 -3.2253
H -0.0340 1.0480 -3.7994
H -1.3837 2.9537 -4.2125
H -3.3234 5.0212 -1.0297
H -2.3792 3.4243 0.6336
C 2.3007 3.0541 -0.5816
C 3.1606 2.5049 0.5529
C 2.4109 2.3981 1.8763
C 3.9151 1.2559 0.1373
C 5.2835 1.3983 -0.0589
C 6.0725 0.3507 -0.4985
C 5.4973 -0.8793 -0.7598
C 4.1391 -1.0974 -0.5761
C 3.6165 -2.4925 -0.8489
C 3.2483 -3.1949 0.4524
C 2.5034 -2.5829 -1.8908
C 3.3436 -0.0189 -0.1165
N 1.9875 -0.2543 0.0745
H 1.8809 4.0223 -0.3029
H 1.4655 2.3986 -0.8252
H 2.8916 3.1853 -1.4882
H 3.9423 3.2559 0.7118
H 1.5737 1.7061 1.8331
H 2.0193 3.3745 2.1638
H 3.0771 2.0564 2.6700
H 5.7340 2.3637 0.1340
H 7.1341 0.4950 -0.6410
H 6.1121 -1.6974 -1.1125
H 4.4692 -3.0341 -1.2714
H 2.4867 -2.6285 0.9834
H 4.1139 -3.2872 1.1090
H 2.8659 -4.1981 0.2536
H 1.5570 -2.2009 -1.5152
H 2.3581 -3.6251 -2.1801
H 2.7533 -2.0167 -2.7876
```

Values from the calculation:
Calculated total energy (eV): -81680.94104
Energy above the lowest of the compared OMol25 structures with the same formula, charge and spin (kcal per mole): 0.0
Multiplicity: 2
Charge: +1
Lowest unoccupied orbital energy (alpha / beta) (eV): -3.39 / -3.45
Orbital gap (alpha / beta) (eV): 7.46 / 7.20


No. 7
Computed, not measured: a molecular structure, C28H30N7OSTl, with the ωB97M-V functional and the def2-TZVPD basis.

The geometry in XYZ format:
```
68
C28H30N7OSTl the ωB97M-V functional and the def2-TZVPD basis
Tl 1.4913 -2.1838 -0.4039
C -0.4063 -2.1785 3.0792
N 0.6331 -1.4787 2.3637
C 1.5146 -0.7173 3.2134
C 2.4555 0.0891 2.3752
N 2.6693 -0.0767 1.1001
C 3.5555 0.9356 0.7406
C 4.0624 1.2705 -0.5125
C 4.8884 2.3754 -0.5889
C 5.2057 3.1361 0.5465
C 4.7010 2.8196 1.7939
C 3.8696 1.7085 1.8620
N 3.1575 1.1355 2.8984
C -1.3331 -2.8379 2.1049
N -0.9912 -3.3334 0.9528
C -2.1703 -3.8064 0.3925
C -2.3909 -4.4164 -0.8398
C -3.6841 -4.7863 -1.1533
C -4.7457 -4.5589 -0.2647
C -4.5445 -3.9543 0.9619
C -3.2402 -3.5842 1.2669
N -2.6714 -2.9627 2.3632
H -0.9991 -1.5169 3.7358
H 0.0416 -2.9401 3.7277
H 0.2167 -0.8807 1.6430
H 2.0861 -1.3985 3.8550
H 0.9762 -0.0233 3.8821
H 3.7775 0.7007 -1.3877
H 5.2936 2.6698 -1.5482
H 5.8546 3.9960 0.4416
H 4.9346 3.4163 2.6662
H 3.0565 1.4996 3.8289
H -1.5694 -4.5885 -1.5228
H -3.8880 -5.2616 -2.1037
H -5.7450 -4.8629 -0.5471
H -5.3659 -3.7780 1.6442
H -3.1510 -2.6046 3.1694
C -1.3786 -1.4985 -4.5805
C -0.7297 -0.1309 -4.7323
N -0.6822 0.5912 -3.4662
C -1.8495 1.4131 -3.1442
C -1.6718 2.8557 -3.5923
C 0.3518 0.5026 -2.6251
S 1.6824 -0.5097 -2.9444
N 0.3128 1.3267 -1.5396
C 0.0470 0.8412 -0.3620
O -0.2809 -0.3620 -0.0932
C 0.0979 1.8202 0.7784
C -0.6782 1.6004 1.9124
C -0.6147 2.4744 2.9891
C 0.2366 3.5709 2.9423
C 1.0073 3.7980 1.8086
C 0.9311 2.9332 0.7271
H -1.4375 -2.0016 -5.5467
H -2.3893 -1.4134 -4.1771
H -0.7851 -2.1125 -3.9034
H -1.2911 0.4889 -5.4354
H 0.2865 -0.2320 -5.1064
H -2.0327 1.3636 -2.0736
H -2.7054 0.9547 -3.6431
H -0.8321 3.3046 -3.0636
H -2.5710 3.4352 -3.3780
H -1.4792 2.9104 -4.6653
H -1.3417 0.7435 1.9315
H -1.2357 2.3066 3.8609
H 0.2896 4.2537 3.7814
H 1.6726 4.6515 1.7669
H 1.5255 3.0979 -0.1626
```

Values from the calculation:
Calculated total energy (eV): -57533.33594
Energy above the lowest of the compared OMol25 structures with the same formula, charge and spin (kcal per mole): 0.0
Lowest unoccupied orbital energy (eV): 0.43
Orbital gap (eV): 7.85